C2H15NO5 | the ωB97M-V functional and the def2-TZVPD basis

Cartesian coordinates (Å):
1 C -0.98 -0.08 -1.56
2 C -0.12 0.47 -0.41
3 N -0.76 1.36 0.55
4 H -1.98 -0.02 -1.19
5 H -0.73 0.49 -2.50
6 H -0.62 -1.12 -1.66
7 H 0.34 -0.31 0.21
8 H 0.81 0.92 -0.85
9 H 3.73 1.79 0.38
10 H -1.77 1.27 0.53
11 O 2.89 1.54 0.17
12 H -0.56 2.44 0.37
13 H -3.70 1.37 1.02
14 O -3.26 0.75 0.40
15 H 1.82 -1.53 -0.17
16 H 2.52 -2.21 -1.45
17 O 1.63 -1.88 -1.14
18 H -1.89 -1.78 1.39
19 H -2.75 -0.51 0.58
20 O -1.98 -1.36 0.57
21 H 2.70 0.65 0.49
22 H 2.65 -0.96 1.80
23 O 2.14 -0.61 1.14

Its HOMO-LUMO gap is 4.05 eV. For the energy, the calculation gives -14035.7109 eV. As for the charge: 0. Its LUMO energy is -5.72 eV.

These are the natural (NBO) partial charges, in e, on atoms 1 to 8:
1 C -0.57
2 C -0.28
3 N -0.35
4 H 0.25
5 H 0.24
6 H 0.28
7 H 0.38
8 H 0.26

=====

C22H23Cl3N6O9Zr | the ωB97M-V functional and the def2-TZVPD basis

Cartesian coordinates (Å):
1 Zr 0.18 -0.28 -0.18
2 O -3.03 -3.18 4.33
3 C -2.15 -4.08 3.91
4 O -2.10 -5.20 4.34
5 C -1.21 -3.66 2.83
6 C -0.28 -4.51 2.29
7 N 0.38 -3.83 1.33
8 N -0.06 -2.57 1.22
9 C -1.02 -2.46 2.12
10 C -1.70 -1.14 2.17
11 O -2.51 -0.89 3.04
12 O -1.34 -0.31 1.24
13 H -2.95 -2.34 3.83
14 H -0.07 -5.54 2.52
15 H 1.07 -4.18 0.68
16 N -0.95 2.13 -0.01
17 C -1.17 3.34 0.81
18 C -1.31 3.05 2.29
19 C -0.01 2.78 3.05
20 C 0.36 1.32 3.27
21 N 0.99 0.67 2.10
22 H -0.80 2.38 -0.97
23 H -1.83 1.61 0.00
24 H -2.06 3.87 0.46
25 H -0.32 4.02 0.64
26 H -2.00 2.21 2.42
27 H -1.80 3.92 2.74
28 H -0.10 3.22 4.05
29 H 0.83 3.30 2.57
30 H -0.54 0.76 3.53
31 H 1.04 1.25 4.12
32 H 1.25 -0.27 2.37
33 H 1.88 1.10 1.90
34 O 1.73 -3.79 -1.43
35 C 1.60 -2.63 -1.14
36 O 0.56 -1.87 -1.43
37 C 2.63 -1.88 -0.26
38 O 3.78 -2.21 -0.17
39 O 2.05 -0.86 0.35
40 Cl -4.30 -1.67 -6.05
41 C -3.20 -1.07 -4.83
42 C -3.25 -1.60 -3.56
43 C -2.37 -1.10 -2.61
44 Cl -2.36 -1.75 -1.01
45 C -1.45 -0.09 -2.87
46 O -0.64 0.39 -1.94
47 C -1.43 0.39 -4.18
48 Cl -0.31 1.66 -4.59
49 C -2.30 -0.08 -5.16
50 H -3.95 -2.38 -3.30
51 H -2.26 0.33 -6.16
52 N 2.34 0.04 -2.87
53 C 2.62 1.07 -2.05
54 C 3.82 1.80 -2.25
55 C 4.12 2.84 -1.43
56 C 3.23 3.20 -0.41
57 C 2.10 2.44 -0.27
58 N 1.78 1.38 -1.04
59 H 3.00 -0.21 -3.59
60 H 1.46 -0.43 -2.84
61 H 4.48 1.50 -3.06
62 H 5.04 3.40 -1.58
63 H 3.41 4.03 0.25
64 H 1.38 2.68 0.49

Its HOMO-LUMO gap is 8.80 eV. For the energy, the calculation gives -89411.9452 eV. As for the charge: 0. Its LUMO energy is 0.04 eV.

These are the natural (NBO) partial charges, in e, on atoms 1 to 8:
1 Zr 2.31
2 O -0.67
3 C 0.78
4 O -0.58
5 C -0.25
6 C 0.05
7 N -0.30
8 N -0.28

=====

C27H44F4IN3O3 | the ωB97M-V functional and the def2-TZVPD basis

Cartesian coordinates (Å):
1 C 4.84 -4.69 0.28
2 C 3.39 -4.23 0.28
3 F 2.69 -5.00 1.19
4 C 2.70 -4.32 -1.07
5 C 3.12 -3.68 -2.17
6 C 4.30 -2.76 -2.28
7 C 4.17 -1.46 -1.47
8 C 2.96 -0.62 -1.72
9 F 2.71 0.28 -0.75
10 C 2.09 -0.68 -2.71
11 F 2.32 -1.25 -3.89
12 F 0.88 -0.15 -2.67
13 C 2.34 -3.94 -3.44
14 O 2.89 -4.08 -4.50
15 C 0.86 -4.06 -3.25
16 I -0.33 -3.31 -4.78
17 C 0.40 -4.63 -2.14
18 C -1.02 -4.80 -1.73
19 C -1.26 -4.53 -0.23
20 C -0.44 -3.37 0.34
21 N -0.24 -2.20 -0.47
22 O 0.01 -3.42 1.45
23 C 1.47 -5.18 -1.22
24 O 1.33 -6.25 -0.71
25 H 5.09 -5.22 -0.64
26 H 5.52 -3.84 0.37
27 H 4.99 -5.35 1.13
28 H 3.28 -3.21 0.65
29 H 4.45 -2.53 -3.33
30 H 5.20 -3.27 -1.94
31 H 4.15 -1.68 -0.40
32 H 5.06 -0.85 -1.64
33 H -1.31 -5.84 -1.94
34 H -1.68 -4.17 -2.33
35 H -1.05 -5.41 0.37
36 H -2.31 -4.25 -0.09
37 H -1.06 -1.61 -0.51
38 H 0.09 -2.41 -1.40
39 C -1.47 -0.01 2.21
40 C -2.43 0.85 1.40
41 N -3.72 0.21 1.19
42 C -4.52 0.85 0.16
43 C -4.97 2.30 0.39
44 C -4.43 -0.18 2.40
45 C -4.72 0.89 3.45
46 H -1.38 -1.00 1.77
47 H -0.48 0.46 2.21
48 H -1.77 -0.12 3.25
49 H -1.98 1.02 0.42
50 H -2.53 1.84 1.87
51 H -5.40 0.23 -0.03
52 H -3.93 0.83 -0.77
53 H -5.75 2.37 1.15
54 H -5.38 2.71 -0.54
55 H -4.14 2.94 0.69
56 H -3.86 -0.98 2.88
57 H -5.37 -0.65 2.09
58 H -3.83 1.48 3.68
59 H -5.04 0.42 4.37
60 H -5.51 1.58 3.14
61 C 2.37 6.43 1.23
62 C 1.60 5.64 0.18
63 N 0.99 4.44 0.71
64 C 0.54 3.51 -0.31
65 C -0.58 3.96 -1.25
66 C 0.09 4.64 1.83
67 C -1.10 5.59 1.65
68 H 3.08 5.79 1.75
69 H 2.92 7.24 0.75
70 H 1.70 6.89 1.96
71 H 2.30 5.33 -0.60
72 H 0.88 6.31 -0.31
73 H 0.23 2.58 0.19
74 H 1.41 3.24 -0.91
75 H -1.55 4.01 -0.75
76 H -0.68 3.24 -2.07
77 H -0.38 4.94 -1.70
78 H 0.68 5.00 2.68
79 H -0.28 3.66 2.14
80 H -0.79 6.54 1.21
81 H -1.55 5.81 2.62
82 H -1.88 5.16 1.02

Its HOMO-LUMO gap is 7.00 eV. For the energy, the calculation gives -58293.4005 eV. The SMILES is C[C@H](F)C1=C(CCC(F)=C(F)F)C(=O)C(I)=C(CCC(N)=O)C1=O.CCN(CC)CC.CCN(CC)CC. As for the charge: 0. Its LUMO energy is -1.08 eV.

These are the Mulliken partial charges, in e, on atoms 1 to 8:
1 C -1.46
2 C -0.07
3 F -0.40
4 C 0.90
5 C 1.29
6 C -1.64
7 C -0.60
8 C 0.43

=====

C15H38N2O7S | the ωB97M-V functional and the def2-TZVPD basis

Cartesian coordinates (Å):
1 C -38.55 -15.70 -13.60
2 C -37.43 -14.84 -13.05
3 O -37.47 -13.64 -13.72
4 H -38.63 -15.55 -14.68
5 H -39.57 -15.60 -13.25
6 H -38.17 -16.72 -13.54
7 H -36.49 -15.38 -13.07
8 H -37.49 -14.63 -11.98
9 H -36.75 -13.13 -13.34
10 C -33.95 -10.31 -14.21
11 C -35.01 -10.36 -13.02
12 O -35.33 -11.80 -12.78
13 H -34.18 -11.14 -14.87
14 H -32.93 -10.53 -13.93
15 H -33.87 -9.42 -14.83
16 H -35.97 -9.97 -13.37
17 H -34.67 -9.85 -12.12
18 H -34.57 -12.27 -12.43
19 C -40.23 -11.82 -13.79
20 C -40.45 -12.45 -12.41
21 O -41.79 -12.90 -12.21
22 H -40.17 -12.57 -14.58
23 H -39.27 -11.31 -13.84
24 H -40.94 -11.04 -14.07
25 H -40.11 -11.69 -11.70
26 H -39.75 -13.27 -12.30
27 H -42.48 -12.24 -12.10
28 C -35.59 -15.21 -16.12
29 C -35.64 -15.56 -17.57
30 O -35.20 -14.44 -18.23
31 H -36.18 -14.31 -15.96
32 H -34.62 -14.83 -15.79
33 H -36.01 -15.97 -15.45
34 H -36.64 -15.71 -17.97
35 H -34.90 -16.31 -17.83
36 H -35.59 -14.35 -19.10
37 C -34.39 -17.02 -9.46
38 C -34.57 -17.24 -10.92
39 N -34.74 -17.41 -12.07
40 H -33.32 -16.99 -9.25
41 H -34.70 -17.87 -8.85
42 H -34.74 -16.08 -9.03
43 C -37.32 -20.27 -13.21
44 C -37.03 -19.35 -14.40
45 N -36.85 -18.56 -15.25
46 H -38.06 -19.83 -12.55
47 H -36.44 -20.63 -12.67
48 H -37.75 -21.18 -13.62
49 O -39.39 -17.82 -7.98
50 S -38.58 -17.46 -9.10
51 O -37.75 -18.47 -9.70
52 O -39.53 -16.89 -10.32
53 C -40.55 -15.97 -9.95
54 C -41.87 -16.31 -10.69
55 C -37.63 -15.99 -8.67
56 H -40.12 -15.08 -10.40
57 H -40.72 -15.78 -8.89
58 H -42.70 -15.71 -10.32
59 H -42.20 -17.35 -10.57
60 H -41.82 -16.25 -11.77
61 H -36.79 -16.31 -8.05
62 H -38.30 -15.25 -8.23
63 H -37.23 -15.62 -9.61

Its HOMO-LUMO gap (spin up / spin down) is 9.78 / 3.19 eV. For the energy, the calculation gives -44306.1462 eV. The expectation value of S² is 0.75. Its spin multiplicity is 2. As for the charge: +1. Its LUMO energy (spin up / spin down) is -2.80 / -9.03 eV.

These are the natural (NBO) partial charges, in e, on atoms 1 to 8:
1 C -0.67
2 C -0.15
3 O -0.25
4 H 0.26
5 H 0.26
6 H 0.26
7 H 0.33
8 H 0.29

=====

C4H16O4 | the ωB97M-V functional and the def2-TZVPD basis

Cartesian coordinates (Å):
1 C 0.63 2.52 -0.53
2 C -0.71 2.77 -1.16
3 O -1.71 2.19 -0.29
4 H 1.04 1.53 -0.73
5 H 0.61 2.68 0.55
6 H 1.30 3.32 -0.85
7 H -0.89 2.33 -2.15
8 H -0.89 3.85 -1.25
9 H -2.60 2.29 -0.65
10 C 1.28 -1.44 0.07
11 C 2.53 -2.06 -0.55
12 O 2.21 -3.08 -1.50
13 H 0.80 -0.70 -0.57
14 H 1.52 -1.04 1.04
15 H 0.53 -2.24 0.10
16 H 3.16 -2.49 0.23
17 H 3.11 -1.27 -1.04
18 H 3.01 -3.20 -2.02
19 O -2.08 0.11 1.68
20 H -1.42 -0.33 1.13
21 H -2.12 1.01 1.32
22 O -3.27 -2.41 2.72
23 H -3.15 -2.83 1.86
24 H -2.90 -1.52 2.61

Its HOMO-LUMO gap is 11.04 eV. For the energy, the calculation gives -12596.8289 eV. The SMILES is CCO.CCO.O.O. As for the charge: 0. Its LUMO energy is 0.55 eV.

These are the natural (NBO) partial charges, in e, on atoms 1 to 8:
1 C -0.64
2 C -0.06
3 O -0.77
4 H 0.21
5 H 0.23
6 H 0.22
7 H 0.17
8 H 0.16